Record 1
Entry from OMol25: a 2-piece molecular cluster, C5H14OS2 overall (the ωB97M-V functional and the def2-TZVPD basis).

Geometry as ORCA input:
```
! RIJCOSX wB97M-V def2-TZVPD def2/J DEFGRID3
* xyz 0 1
C -3.209 -0.184 -1.921
C -2.325 0.784 -1.101
C -1.872 0.261 0.191
S -0.420 1.390 0.673
S 0.880 0.227 1.789
C 2.275 -0.488 0.842
C 2.399 -1.919 1.301
H -3.814 0.291 -2.698
H -2.458 -0.790 -2.547
H -3.900 -0.710 -1.321
H -1.456 0.986 -1.892
H -2.620 1.779 -1.068
H -1.532 -0.848 0.090
H -2.606 0.377 1.014
H 3.153 0.026 1.336
H 2.152 -0.406 -0.172
H 3.426 -2.218 0.977
H 2.367 -2.285 2.278
H 1.812 -2.650 0.682
O 2.743 2.376 0.497
H 3.269 1.680 0.710
H 1.737 2.322 0.340
*
```

Results
Frontier orbital gap ... 9.5 eV
SMILES ... CCCSSCC.O
ΔE to the lowest compared entry with this formula, charge and spin ... 2.281 eV
Calculated total energy ... -29128.1136 eV
LUMO ... 0.7 eV

---

Record 2
Entry from OMol25: a 3-piece molecular cluster, C5H14OS2 overall (the ωB97M-V functional and the def2-TZVPD basis).

Geometry as ORCA input:
```
! RIJCOSX wB97M-V def2-TZVPD def2/J DEFGRID3
* xyz 0 1
C 0.855 1.890 -0.541
C 1.011 2.227 0.965
C -0.553 1.330 -0.662
S -1.106 0.873 -2.294
S 1.290 -1.150 0.929
C 0.734 -1.876 -0.651
C -0.748 -2.216 -0.700
H 1.544 1.100 -0.815
H 1.067 2.725 -1.198
H 2.002 2.538 1.274
H 0.737 1.284 1.428
H 0.290 3.004 1.210
H -0.684 0.446 -0.006
H -1.308 2.090 -0.416
H 0.970 -1.145 -1.433
H 1.268 -2.819 -0.788
H -1.123 -2.542 -1.676
H -1.368 -1.339 -0.503
H -0.990 -3.007 0.020
H -1.976 -1.543 1.950
H -0.503 -1.096 1.814
O -1.409 -0.775 2.095
*
```

Results
Frontier orbital gap ... 3.9 eV
ΔE to the lowest compared entry with this formula, charge and spin ... 4.985 eV
Calculated total energy ... -29125.4093 eV
LUMO ... -4.4 eV

---

Record 3
Entry from OMol25: a 2-piece molecular cluster, C5H14OS2 overall (the ωB97M-V functional and the def2-TZVPD basis).

Geometry as ORCA input:
```
! RIJCOSX wB97M-V def2-TZVPD def2/J DEFGRID3
* xyz 0 1
C -0.277 -2.449 -3.208
C -0.835 -1.139 -2.584
C -0.101 -0.892 -1.188
S -0.342 0.782 -0.559
S 1.353 1.381 0.416
C 0.813 0.799 2.143
C 1.986 -0.006 2.585
H 0.789 -2.402 -3.343
H -0.661 -2.535 -4.211
H -0.380 -3.275 -2.523
H -1.890 -1.139 -2.501
H -0.611 -0.247 -3.231
H -0.340 -1.809 -0.420
H 0.996 -1.107 -1.317
H 0.496 1.674 2.787
H -0.117 0.251 2.119
H 1.685 -0.898 3.178
H 2.712 0.624 3.218
H 2.677 -0.386 1.813
O -3.061 -0.224 2.001
H -2.844 0.361 2.784
H -3.714 0.194 1.438
*
```

Results
Frontier orbital gap ... 9.1 eV
SMILES ... CCCSSCC.O
ΔE to the lowest compared entry with this formula, charge and spin ... 1.375 eV
Calculated total energy ... -29129.0197 eV
LUMO ... 0.7 eV

---

Record 4
Entry from OMol25: a 2-piece molecular cluster, C5H14S overall (the ωB97M-V functional and the def2-TZVPD basis).

Geometry as ORCA input:
```
! RIJCOSX wB97M-V def2-TZVPD def2/J DEFGRID3
* xyz -1 2
C 0.958 -0.287 -0.146
C 2.209 -1.111 0.151
C 1.320 -1.031 -2.976
S 0.651 0.263 -1.873
H 0.060 -0.816 0.162
H 1.030 0.707 0.298
H 2.705 -1.469 -0.745
H 1.955 -1.890 0.875
H 1.571 -1.954 -2.443
H 0.565 -1.361 -3.692
H 2.208 -0.658 -3.483
H 2.927 -0.500 0.700
C -1.856 1.869 1.392
C -2.682 0.673 1.878
H -1.265 2.320 2.192
H -1.129 1.563 0.644
H -2.549 2.635 1.048
H -3.584 0.544 1.279
H -2.936 0.780 2.935
H -2.155 -0.278 1.802
*
```

Results
Frontier orbital gap (spin up / spin down) ... 2.3 / 8.3 eV
Expectation value of S² ... 0.7503
ΔE to the lowest compared entry with this formula, charge and spin ... 0.575 eV
Calculated total energy ... -16245.3632 eV
LUMO (spin up / spin down) ... 3.6 / 3.6 eV

---

Record 5
Entry from OMol25: a 2-piece molecular cluster, C5H14S overall (the ωB97M-V functional and the def2-TZVPD basis).

Geometry as ORCA input:
```
! RIJCOSX wB97M-V def2-TZVPD def2/J DEFGRID3
* xyz 0 1
C 1.446 0.693 -0.226
C 1.463 -0.252 -1.421
C 2.870 -0.793 -1.707
H 2.479 0.845 0.125
H 0.978 0.373 0.707
H 1.160 1.738 -0.373
H 0.789 -1.064 -1.199
H 1.105 0.182 -2.348
H 2.852 -1.521 -2.521
H 3.502 0.040 -2.024
H 3.293 -1.242 -0.817
C -3.447 1.014 0.934
S -3.200 -0.423 2.058
C -1.464 -0.790 1.715
H -3.793 1.835 1.558
H -2.512 1.290 0.457
H -4.181 0.703 0.200
H -1.275 -0.667 0.655
H -1.221 -1.835 1.909
H -0.845 -0.126 2.315
*
```

Results
Frontier orbital gap ... 9.4 eV
SMILES ... CCC.CSC
ΔE to the lowest compared entry with this formula, charge and spin ... 0.558 eV
Calculated total energy ... -16246.7435 eV
LUMO ... 1.0 eV

---

Record 6
Entry from OMol25: a 2-piece molecular cluster, C5H14S overall (the ωB97M-V functional and the def2-TZVPD basis).

Geometry as ORCA input:
```
! RIJCOSX wB97M-V def2-TZVPD def2/J DEFGRID3
* xyz 0 1
C -2.533 0.087 -0.427
C -1.852 1.047 -1.386
C -0.761 1.911 -0.746
H -2.913 -0.774 -0.978
H -3.388 0.433 0.154
H -1.802 -0.346 0.260
H -1.430 0.498 -2.228
H -2.579 1.760 -1.768
H -1.167 2.798 -0.262
H -0.161 1.330 -0.056
H -0.091 2.245 -1.545
C 1.384 -0.666 2.038
S 1.018 -1.618 0.537
C 2.697 -1.787 -0.077
H 0.642 -0.913 2.792
H 2.333 -1.061 2.410
H 1.435 0.406 1.903
H 3.315 -2.391 0.601
H 3.194 -0.809 -0.127
H 2.660 -2.149 -1.095
*
```

Results
Frontier orbital gap ... 9.5 eV
SMILES ... CCC.CSC
ΔE to the lowest compared entry with this formula, charge and spin ... 0.348 eV
Calculated total energy ... -16246.9531 eV
LUMO ... 1.0 eV

---

Record 7
Entry from OMol25: a 2-piece molecular cluster, C5H14S overall (the ωB97M-V functional and the def2-TZVPD basis).

Geometry as ORCA input:
```
! RIJCOSX wB97M-V def2-TZVPD def2/J DEFGRID3
* xyz 0 1
C -3.400 -0.909 3.036
C -2.969 -0.465 1.658
C -1.702 -1.149 1.117
H -3.379 -2.001 3.090
H -4.406 -0.603 3.306
H -2.765 -0.472 3.804
H -3.752 -0.611 0.906
H -2.800 0.618 1.605
H -1.871 -2.227 1.099
H -1.550 -0.763 0.132
H -0.809 -0.976 1.721
C 0.998 1.675 -1.341
S 2.065 0.389 -2.045
C 3.105 0.089 -0.598
H 0.010 1.573 -1.797
H 0.818 1.456 -0.292
H 1.401 2.671 -1.478
H 2.516 0.093 0.309
H 3.910 0.815 -0.515
H 3.645 -0.846 -0.768
*
```

Results
Frontier orbital gap ... 9.5 eV
SMILES ... CCC.CSC
ΔE to the lowest compared entry with this formula, charge and spin ... 0.319 eV
Calculated total energy ... -16246.9821 eV
LUMO ... 1.0 eV

---

Record 8
Entry from OMol25: a 2-piece molecular cluster, C5H14S2 overall (the ωB97M-V functional and the def2-TZVPD basis).

Geometry as ORCA input:
```
! RIJCOSX wB97M-V def2-TZVPD def2/J DEFGRID3
* xyz 0 1
C 1.937 -1.145 -2.863
S 1.001 -0.064 -1.760
S -0.581 -1.243 -1.245
C 0.090 -2.199 0.133
H 2.805 -0.571 -3.229
H 1.332 -1.457 -3.731
H 2.304 -2.047 -2.347
H 0.937 -2.834 -0.176
H 0.424 -1.542 0.954
H -0.719 -2.848 0.509
C -0.839 2.340 0.320
C -0.265 1.434 1.409
C -1.345 0.572 2.062
H -1.313 1.730 -0.467
H -0.047 2.954 -0.140
H -1.599 3.012 0.751
H 0.510 0.777 0.967
H 0.224 2.057 2.183
H -1.828 -0.066 1.303
H -0.914 -0.075 2.844
H -2.114 1.216 2.521
*
```

Results
Frontier orbital gap ... 9.7 eV
SMILES ... CSSC.CCC
ΔE to the lowest compared entry with this formula, charge and spin ... 0.000 eV
Calculated total energy ... -27082.7385 eV
LUMO ... 0.8 eV

---

Record 9
Entry from OMol25: C5H14Si2 as an isolated structure (the ωB97M-V functional and the def2-TZVPD basis).

Geometry as ORCA input:
```
! RIJCOSX wB97M-V def2-TZVPD def2/J DEFGRID3
* xyz 0 1
C -1.038 -0.604 -2.130
C -2.026 0.186 0.365
C 2.240 1.395 1.378
C 1.974 -0.081 1.369
C 1.263 -0.464 -0.023
Si -2.689 -0.019 -1.439
Si -0.596 -0.953 0.133
H -0.999 -1.615 -2.555
H -0.308 0.186 -2.371
H -1.909 1.222 0.711
H -2.919 -0.149 1.082
H 2.947 1.669 2.119
H 2.797 1.535 0.452
H 1.351 2.032 1.195
H 2.932 -0.562 1.313
H 1.326 -0.335 2.163
H 1.734 -1.402 -0.422
H 1.486 0.377 -0.645
H -3.448 1.270 -1.820
H -3.522 -1.260 -1.420
H -0.597 -2.429 0.544
*
```

Results
Frontier orbital gap ... 8.8 eV
ΔE to the lowest compared entry with this formula, charge and spin ... 1.587 eV
Calculated total energy ... -21165.0495 eV
LUMO ... 0.7 eV

---

Record 10
Entry from OMol25: C5H15AsClO as an isolated structure (the ωB97M-V functional and the def2-TZVPD basis).

Geometry as ORCA input:
```
! RIJCOSX wB97M-V def2-TZVPD def2/J DEFGRID3
* xyz -1 1
C -1.559 0.980 1.772
C -0.775 -0.246 2.181
Cl -1.882 -1.245 3.324
C -0.264 -1.069 1.052
As 1.334 -0.197 0.023
C 0.139 0.775 -1.342
C 0.447 0.300 -2.743
O -0.166 -0.960 -3.036
H -0.894 1.633 1.204
H -1.934 1.523 2.640
H -2.403 0.702 1.138
H 0.039 0.026 2.853
H -1.056 -1.296 0.332
H 0.168 -2.001 1.419
H 1.332 1.091 0.996
H 2.325 -0.950 1.012
H 1.303 -1.539 -0.932
H 2.584 0.369 -0.797
H -0.924 0.623 -1.140
H 0.381 1.836 -1.220
H 0.086 0.986 -3.516
H 1.540 0.217 -2.865
H 0.177 -1.556 -2.355
*
```

Results
Frontier orbital gap ... 7.1 eV
Calculated total energy ... -80833.7164 eV
LUMO ... 3.5 eV

---

Record 11
Entry from OMol25: C5H15BIO3PSn as an isolated structure (the ωB97M-V functional and the def2-TZVPD basis).

Geometry as ORCA input:
```
! RIJCOSX wB97M-V def2-TZVPD def2/J DEFGRID3
* xyz 2 1
C 2.529 -0.529 1.449
C 2.144 -0.308 -0.145
C 3.013 1.022 -0.633
C 0.515 0.057 -0.165
C -0.424 -1.269 0.124
P -2.056 -1.119 -0.871
I -1.080 -2.592 -2.591
O -2.857 -0.175 0.353
B -2.892 1.264 0.024
O -2.131 2.169 0.951
O -3.636 1.897 -1.085
H 3.420 0.187 1.757
H 2.844 -1.633 1.712
H 1.622 -0.238 2.149
H 2.353 -1.257 -0.817
H 3.171 1.072 -1.800
H 2.374 1.993 -0.360
H 4.087 1.071 -0.124
H 0.257 0.392 -1.280
H 0.334 0.941 0.612
H -0.563 -1.528 1.257
H 0.174 -2.189 -0.346
H -2.129 -0.084 -1.870
H -3.106 -2.130 -0.689
H -2.696 2.147 1.802
H -2.931 2.310 -1.698
Sn -2.336 -1.469 2.287
*
```

Results
Frontier orbital gap ... 4.8 eV
Calculated total energy ... -35448.0136 eV
LUMO ... -11.3 eV

---

Record 12
Entry from OMol25: one molecule with the formula C5H15BN2 (the ωB97M-V functional and the def2-TZVPD basis).

Geometry as ORCA input:
```
! RIJCOSX wB97M-V def2-TZVPD def2/J DEFGRID3
* xyz 0 1
C -1.635 0.948 -1.127
B -0.369 0.299 -0.500
N 0.889 1.072 -0.237
C 2.177 0.592 -0.660
C 0.943 1.986 0.865
N -0.513 -1.089 0.045
C 0.367 -1.788 0.997
C -1.768 -1.792 -0.137
H -2.254 0.290 -1.745
H -1.125 1.692 -1.808
H -2.269 1.503 -0.420
H 2.556 1.153 -1.511
H 2.880 0.827 0.158
H 2.064 -0.489 -0.864
H 1.279 1.488 1.790
H 1.449 2.938 0.674
H -0.079 2.256 1.133
H 0.830 -2.663 0.562
H 1.230 -1.179 1.241
H -0.180 -2.077 1.937
H -1.634 -2.638 -0.802
H -2.196 -2.247 0.775
H -2.641 -1.083 -0.368
*
```

Results
Frontier orbital gap ... 8.6 eV
SMILES ... CB(N(C)C)N(C)C
ΔE to the lowest compared entry with this formula, charge and spin ... 0.000 eV
Calculated total energy ... -9085.1548 eV
LUMO ... 0.8 eV